# 1
13
Properties=species:S:1:pos:R:3:lowdin_charge:R:1 method="wB97M-V/def2-TZVPD" e_lumo_ev="-0.34 / -0.27" homo_ev="-9.410 / -9.072" molar_mass_g_mol=81.12
C -0.8526 -0.8429 0.0313 0.0943
C -2.3564 -0.5967 -0.0250 -0.3230
C 0.2490 -0.1405 0.0078 -0.3837
C 1.5609 -0.8857 0.0120 -0.0671
C 0.3414 1.3591 0.0023 -0.0611
N -2.6803 0.5908 0.0107 0.1796
H -2.9788 -1.4843 -0.1073 0.0902
H 2.3156 -0.3062 0.5407 0.0771
H 1.8898 -1.0315 -1.0173 0.0853
H 1.4557 -1.8598 0.4820 0.0749
H 0.2442 1.7165 1.0269 0.0913
H -0.4844 1.7815 -0.5670 0.0653
H 1.2959 1.6996 -0.3970 0.0769

# 2
13
Properties=species:S:1:pos:R:3:lowdin_charge:R:1 method="wB97M-V/def2-TZVPD" e_lumo_ev=-0.18 homo_ev=-6.362 molar_mass_g_mol=81.12
C -0.5889 1.7660 -0.1172 0.1281
C -0.9662 -1.1029 -0.5061 -0.1067
C 0.4725 -1.2431 -0.0324 -0.2887
C 1.2007 0.0853 -0.3737 -0.0812
N 0.0988 0.7915 0.3125 -0.0957
C -0.4962 -0.4962 0.8099 -0.2775
H -1.5905 1.8921 0.2828 0.1139
H -0.2007 2.4230 -0.8878 0.1064
H -1.5162 -2.0241 -0.2831 0.0176
H 1.0332 -2.1290 0.2483 0.1184
H 2.1533 0.2443 0.1426 0.1199
H 1.2474 0.3728 -1.4290 0.1160
H -0.8472 -0.5797 1.8332 0.1295

# 3
13
Properties=species:S:1:pos:R:3:lowdin_charge:R:1 method="wB97M-V/def2-TZVPD" e_lumo_ev=0.94 homo_ev=-9.239 molar_mass_g_mol=81.12
C -0.9244 -0.1976 0.4216 -0.2800
C -0.2733 1.0514 0.0570 -0.1551
C 0.9934 1.1853 -0.2383 -0.1281
C 1.8896 0.0431 -0.0836 -0.1600
C 2.6519 -0.8720 -0.0936 0.0976
H -1.8234 -0.9590 -1.3012 0.0886
H -2.7189 -1.1176 0.0938 0.0420
H -0.2494 -1.0262 0.4276 0.0830
H -1.2705 -0.1621 1.4618 0.1176
H -0.9691 1.9436 0.2190 0.1386
H 1.4323 2.1867 -0.5024 0.1222
H 3.4432 -1.6340 -0.0232 0.0465
N -2.1814 -0.4416 -0.4385 -0.0131

# 4
13
Properties=species:S:1:pos:R:3:lowdin_charge:R:1 method="wB97M-V/def2-TZVPD" s_squared=2.0064 e_lumo_ev="0.93 / -2.32" multiplicity=3 homo_ev="-5.510 / -10.062" molar_mass_g_mol=81.12
C -2.7154 -1.1605 -0.4029 -0.0569
C -0.3520 1.2647 -1.3095 0.0184
C 1.0146 0.4985 0.9574 -0.0988
C 0.4572 -0.6912 0.3308 -0.1584
C 0.2590 0.5879 -0.3198 -0.2967
N -2.4740 -0.1241 0.0672 0.0284
H -0.8923 0.6106 -2.0494 0.0821
H -0.1183 2.2665 -1.5288 0.0391
H 0.5699 1.1053 1.6968 0.0826
H 2.0673 0.7816 0.7591 0.1129
H 1.0003 -1.3358 -0.3243 0.1058
H -0.3642 -1.2150 0.6876 0.0464
H -1.9901 0.7117 0.4288 0.0953

# 5
14
Properties=species:S:1:pos:R:3:lowdin_charge:R:1 method="wB97M-V/def2-TZVPD" e_lumo_ev="-5.57 / -5.57" charge=+1 homo_ev="-14.821 / -14.821" molar_mass_g_mol=95.12
C 1.7691 0.0925 0.1055 -0.0167
C 0.9954 -0.6810 -0.6805 -0.0115
C 1.2226 0.9690 1.0703 0.1039
C -0.4209 -0.7645 -0.5951 -0.1198
C -1.1042 0.3299 0.3062 -0.2151
N -0.4840 0.4186 1.5755 0.1087
N 0.4265 1.5233 1.8675 0.1208
H 2.7327 0.2868 -0.2795 0.1137
H 1.4385 -1.4292 -1.3724 0.1653
H -0.9997 -0.7617 -1.4542 0.1157
H -0.4480 -1.6682 0.1021 0.1831
H -1.3189 1.2085 -0.2459 0.1212
H -2.1556 0.1681 0.5447 0.1405
H 0.5593 2.2666 2.5396 0.1901

# 6
14
Properties=species:S:1:pos:R:3:lowdin_charge:R:1 method="wB97M-V/def2-TZVPD" e_lumo_ev="-5.98 / -5.91" charge=+1 homo_ev="-13.037 / -13.037" molar_mass_g_mol=95.12
C 0.7116 0.6877 -0.7227 0.2912
C -0.2040 -0.6814 1.1053 -0.0800
C 0.7508 -0.3562 0.1519 -0.3667
C -1.8967 0.8070 0.2798 -0.1115
C 2.1746 -0.9465 0.1745 -0.0071
N -1.3352 -0.0435 0.8915 0.1572
N -2.7156 1.2824 -0.5813 0.2194
H 0.7170 0.6420 -1.8657 0.1128
H -0.0405 -1.3498 1.9444 0.1408
H 2.6007 -0.7196 1.1894 0.1208
H 2.8808 -0.2709 -0.4756 0.1261
H 2.1435 -1.9888 -0.1943 0.1109
H -2.9902 0.6804 -1.3651 0.1664
H -2.7968 2.2572 -0.5322 0.1198

# 7
14
Properties=species:S:1:pos:R:3:lowdin_charge:R:1 method="wB97M-V/def2-TZVPD" e_lumo_ev=-5.55 charge=+1 homo_ev=-16.295 molar_mass_g_mol=95.12 smiles="C=[N+]=C[C@@H](C)C#N"
C -0.2638 1.4852 0.2870 -0.1689
C -0.0133 -0.8664 0.6221 0.0208
C -2.2758 -0.6735 -0.4123 0.2149
C 0.6951 0.4685 0.7049 -0.2620
C 1.7633 0.3669 -0.4493 -0.0511
N -1.1505 -0.8992 0.1035 0.1149
N -1.2224 2.0311 -0.0741 0.2171
H 0.3779 -1.7623 1.1536 0.1913
H -2.3116 -0.7566 -1.4200 0.1025
H -3.0798 -0.8245 0.2152 0.1183
H 1.2819 0.3904 1.6213 0.1597
H 2.1657 1.4486 -0.7274 0.1469
H 1.4436 -0.0354 -1.4217 0.0863
H 2.5897 -0.3727 -0.2028 0.1093

# 8
15
Properties=species:S:1:pos:R:3:lowdin_charge:R:1 method="wB97M-V/def2-TZVPD" e_lumo_ev="-6.93 / -6.93" charge=+1 homo_ev="-11.574 / -11.573" molar_mass_g_mol=111.12
C 1.9609 1.0018 -0.3019 0.0625
C 2.1909 1.2856 0.9030 -0.1676
C 0.6436 -0.2374 1.3597 -0.1236
C -2.4906 0.2051 -1.2651 0.3024
C -0.3850 -0.9820 -0.6828 -0.1452
N 0.5631 -0.2132 0.0228 -0.0086
N 1.5204 0.6053 1.9039 0.0396
O -1.6675 -0.3932 -0.4210 0.0328
H 0.0542 -0.9116 1.9179 0.1423
H -3.2865 0.5917 -0.6477 0.1329
H -2.4455 0.2499 -2.3995 0.1719
H 1.9308 1.3667 -1.2968 0.0566
H -0.2740 -2.0080 -0.2646 0.1670
H -0.2888 -1.0893 -1.7203 0.1256
H 1.9740 0.5287 2.8924 0.2113

# 9
15
Properties=species:S:1:pos:R:3:lowdin_charge:R:1 method="wB97M-V/def2-TZVPD" s_squared=2.0420 e_lumo_ev="-5.34 / -9.55" multiplicity=3 charge=+1 homo_ev="-13.110 / -17.022" molar_mass_g_mol=111.12
C 0.3027 -0.0015 0.4115 -0.3054
C -1.3223 -0.5136 -1.0318 -0.3978
C 1.4128 0.7658 0.9157 -0.0565
C -2.1002 -0.5289 -2.3905 0.0870
C 2.0125 0.6579 2.1656 -0.0732
N -1.8200 -0.9881 0.0258 0.3531
N -0.5061 -0.5592 1.1983 0.3407
O -0.1468 0.1266 -0.9612 0.1584
H 1.7640 1.6382 0.3380 0.1530
H -2.7370 0.3188 -2.3773 0.0898
H -1.2622 -0.5929 -3.1961 0.1472
H -2.4757 -1.5393 -2.3683 0.0896
H 1.4773 -0.0110 2.9740 0.1465
H 2.6928 1.4237 2.5324 0.1038
H 2.7082 -0.1966 1.7640 0.1637

# 10
16
Properties=species:S:1:pos:R:3:lowdin_charge:R:1 method="wB97M-V/def2-TZVPD" e_lumo_ev=3.87 charge=-1 homo_ev=-4.199 molar_mass_g_mol=127.12 smiles="CC(C)C1(C(=O)[O-])N=N1"
C 3.2968 0.5599 -0.2861 -0.7278
C 2.2302 -0.2973 0.3679 -0.3219
C 0.4342 1.0094 -0.9654 -0.1235
C -0.3022 -1.1190 0.0657 -0.1431
C 0.4111 0.1896 0.2655 -0.3129
N 2.5657 -1.2915 1.3355 0.0950
N 2.5309 -1.6908 0.1343 0.1069
O 3.4495 1.7950 -0.2990 -0.0693
O 3.9874 -0.2240 -0.9600 -0.0554
H 1.1190 1.8662 -0.9778 0.0647
H -0.5794 1.4544 -1.1066 0.0722
H 0.6798 0.1336 -1.7003 0.1232
H 0.0385 -1.6473 0.9204 0.0420
H -0.3043 -1.6990 -0.8459 0.0725
H -1.3785 -0.9229 0.2539 0.0764
H 0.0606 0.5947 1.1852 0.1008

# 11
16
Properties=species:S:1:pos:R:3:lowdin_charge:R:1 method="wB97M-V/def2-TZVPD" e_lumo_ev="-8.03 / -8.03" charge=+1 homo_ev="-15.408 / -15.407" molar_mass_g_mol=127.12
C -0.4991 0.2834 0.0588 -0.1825
C -1.9522 0.6279 0.0014 -0.3052
C 0.5787 1.3226 0.0879 -0.0675
C 1.8218 0.4616 -0.2385 -0.1098
C 1.3428 -0.9891 -0.0028 -0.1448
N -2.4626 -1.6737 -0.2670 0.3500
N -0.0722 -0.8995 0.0690 0.1559
O -2.4208 1.7025 -0.0965 0.2803
O -2.7072 -0.5289 0.2397 0.0753
H 0.3858 2.1301 -0.6179 0.1354
H 0.6242 1.7670 1.0877 0.1437
H 2.1232 0.6133 -1.2763 0.1216
H 2.6755 0.7055 0.3902 0.1201
H 1.6487 -1.6971 -0.7772 0.1383
H 1.6748 -1.4081 0.9543 0.1402
H -2.7612 -2.4173 0.3870 0.1491

# 12
16
Properties=species:S:1:pos:R:3:lowdin_charge:R:1 method="wB97M-V/def2-TZVPD" e_lumo_ev=-6.68 charge=+1 homo_ev=-14.745 molar_mass_g_mol=127.12 smiles="C=N[C@](C)(O)C=[N+]=C=O"
C 0.7343 -0.3532 -1.3062 0.0982
C -0.7376 -2.0941 -0.9135 -0.1804
C -1.7777 0.7983 0.7568 0.0745
C 0.4063 0.4515 -0.1634 -0.4893
C 1.2258 0.0592 1.1519 0.0798
N 0.1651 -1.4820 -1.4802 0.2254
N -0.9812 -0.0012 0.2008 0.0304
O -1.5365 -2.8635 -0.6742 0.3511
O 0.3505 1.8380 -0.4576 0.0732
H 1.4461 -0.1889 -2.1359 0.1866
H -1.4976 1.7223 1.0692 0.0664
H -2.8243 0.3099 0.9913 0.1513
H 2.2910 -0.0151 0.8687 0.1142
H 0.9680 -0.8694 1.4484 0.0509
H 1.0316 0.7009 1.9361 0.0815
H 0.7360 1.9872 -1.2923 0.0863

What DFT total energy values result from the calculations? In sequence: -6784.0837; -6782.5342; -6785.5707; -6780.0442; -8265.2800; -8266.1332; -8268.5246; -10312.5072; -10311.7233; -12371.4812; -12361.4915; -12363.4289 eV.